Computed, not measured: a structure of composition C3H9N2O2 at a distorted geometry, with ωB97M-V/def2-TZVPD.

The geometry in ORCA input format:
```
! RIJCOSX wB97M-V def2-TZVPD def2/J DEFGRID3
* xyz 1 1
C -0.99748 0.60334 0.18410
C 0.82852 -0.03952 -1.33724
C 0.16061 -1.50550 0.27616
N -1.36462 1.40213 1.12579
N 0.28860 0.00004 0.01583
O -2.17079 -0.07328 -1.00292
O 1.07962 0.73074 0.85084
H 0.54879 -0.94219 -1.87117
H 0.43329 0.85937 -1.81573
H 1.96922 0.04299 -1.09435
H -0.04228 -1.59146 1.35340
H -0.74287 -1.95705 -0.24735
H 1.08832 -2.10148 0.17516
H -0.81284 1.90729 1.85777
H -2.24699 1.96296 1.09115
H 1.98092 0.70160 0.43856
*
```

As for the HOMO-LUMO gap (alpha / beta): 9.0 / 9.0 eV. For the molar mass, the calculation gives 105.12 g/mol. The calculation puts the energy relative to the best compared isomer or geometry (same formula, charge and spin) at 205.53 kcal per mole.

Here is what natural (NBO) gives for the atomic charges, in e:
1. C 0.717
2. C -0.384
3. C -0.459
4. N -0.701
5. N -0.024
6. O -0.637
7. O -0.508
8. H 0.279
9. H 0.263
10. H 0.206
11. H 0.238
12. H 0.317
13. H 0.261
14. H 0.451
15. H 0.477
16. H 0.504